Below is a molecular structure, C31H21FIrN5O2 in a non-equilibrium geometry, with properties calculated with ωB97M-V with the def2-TZVPD basis set.

Results
Energy above the lowest of the compared OMol25 structures with the same formula, charge and spin (kJ/mol): 30.2
Highest occupied orbital energy (alpha / beta) (eV): -4.51 / -8.03
Multiplicity: 5

Element x y z (Å)
Ir -0.40 -0.12 -0.11
F -6.09 -2.35 0.56
O 1.93 -3.63 -1.15
O -1.85 1.72 -3.78
N -0.68 0.34 -2.34
N 0.62 -1.73 -1.37
N -1.40 1.86 -0.25
N 1.35 0.86 0.26
N 0.18 -1.71 1.28
C -4.31 -0.98 1.28
C 2.14 1.31 0.98
C 1.41 -2.39 -3.60
C -0.04 -0.43 -3.24
C 0.02 -0.19 -4.63
C -2.90 3.15 -1.61
C 1.05 -2.62 0.78
C 1.58 -3.42 2.98
C -4.83 -1.89 0.38
C 5.40 2.32 2.33
C 1.76 -3.49 1.62
C 0.69 -1.57 -2.70
C 3.66 3.20 3.75
C -3.02 -0.52 1.08
C -2.26 -0.94 0.00
C 4.46 1.74 1.52
C 1.43 -2.12 -4.94
C -1.74 2.61 0.79
C 5.01 3.05 3.45
C -1.95 2.14 -1.46
C 3.09 1.88 1.82
C -4.09 -2.35 -0.69
C 2.70 2.62 2.95
C 0.74 -1.01 -5.45
C -0.02 -1.68 2.60
C 1.25 -2.73 -0.67
C -2.67 3.63 0.71
C -1.50 1.39 -2.64
C -3.28 3.89 -0.52
C -2.81 -1.86 -0.88
C 0.65 -2.50 3.48
H -3.31 3.31 -2.60
H -2.23 -2.22 -1.72
H -1.23 2.42 1.72
H -4.52 -3.08 -1.37
H 0.46 -2.43 4.54
H -2.62 0.19 1.80
H -2.91 4.22 1.58
H 1.95 -3.23 -3.19
H -0.76 -0.98 2.96
H 4.75 1.17 0.64
H 2.44 -4.18 1.15
H 1.65 2.73 3.18
H -0.53 0.64 -5.02
H 6.45 2.23 2.09
H -4.02 4.67 -0.61
H 1.99 -2.75 -5.61
H 5.76 3.51 4.08
H 0.79 -0.79 -6.51
H 2.13 -4.07 3.64
H -4.91 -0.65 2.11
H 3.36 3.77 4.61


Below is a molecular structure, C19H35BMnN4O5S2, with properties calculated with ωB97M-V with the def2-TZVPD basis set.

Results
Net charge: +2
Highest occupied orbital energy (alpha / beta) (eV): -13.13 / -13.13
Multiplicity: 4

Element x y z (Å)
Mn 1.08 1.24 -0.56
S 0.48 2.77 1.05
S -0.12 -2.06 -3.06
O -1.23 -0.77 0.12
O 1.89 0.12 -1.72
O 0.60 -0.68 1.52
O 3.73 -1.04 -2.27
O 2.66 0.80 0.55
N -1.56 3.50 2.64
N -2.11 1.75 1.53
N -0.94 1.82 -4.00
N -0.20 1.69 -1.96
C 0.61 -2.97 2.30
C -1.45 2.31 -1.94
C -3.20 2.06 2.33
C 3.15 -0.33 -1.51
C 4.73 1.32 -0.57
C -1.35 -3.17 0.24
C -2.82 -1.74 1.65
C 0.78 -2.01 -4.62
C -0.79 4.64 3.15
C 3.78 0.19 -0.22
C -0.26 -1.74 2.13
C -2.85 3.16 3.02
C -0.68 -1.20 3.47
C 4.41 -0.91 0.59
C -1.43 -1.91 1.08
C 0.06 1.40 -3.24
C -1.91 2.40 -3.20
C -1.81 -2.20 -3.70
C -1.12 2.63 1.73
B -0.05 -0.24 0.43
H 0.93 0.88 -3.59
H -2.05 0.93 0.94
H -2.08 -1.31 -4.27
H -3.56 -1.82 0.85
H 3.69 -1.70 0.81
H 0.14 4.29 3.57
H -0.60 5.35 2.35
H 4.82 -0.51 1.52
H 1.44 -2.73 2.96
H 5.18 1.72 0.34
H 1.84 -1.92 -4.39
H 4.22 2.13 -1.09
H -1.24 -0.27 3.39
H -3.40 3.74 3.75
H -1.45 -4.05 0.88
H -2.48 -2.29 -2.85
H -2.82 2.82 -3.60
H -1.91 -3.08 -4.32
H -1.38 5.13 3.93
H 0.61 -2.92 -5.19
H -2.18 -3.18 -0.47
H -0.98 1.73 -5.00
H 0.21 -1.00 4.07
H -3.03 -2.53 2.38
H 0.47 -1.15 -5.23
H 5.52 0.93 -1.22
H 2.39 0.21 1.28
H -0.42 -3.24 -0.31
H 0.04 -3.78 2.76
H -2.95 -0.78 2.16
H -1.29 -1.92 4.01
H -1.89 2.68 -1.03
H 1.01 -3.32 1.35
H -4.10 1.48 2.32
H 5.22 -1.35 0.02


Below is a gas-phase ion, C7H15N2O (charge +1) in a non-equilibrium geometry, with properties calculated with ωB97M-V with the def2-TZVPD basis set.

Results
Net charge: +1
Energy above the lowest of the compared OMol25 structures with the same formula, charge and spin (kJ/mol): 429.2
Highest occupied orbital energy (alpha / beta) (eV): -7.72 / -13.93
Multiplicity: 3

Element x y z (Å)
O 1.30 -1.75 1.63
N 0.11 -0.68 0.01
N 1.39 -0.02 -1.96
C 1.15 0.32 -0.67
C 1.04 0.75 -4.38
C -0.90 -1.16 2.45
C 0.32 -0.85 1.61
C 0.62 2.06 -3.68
C 1.10 0.79 -3.08
C -1.75 0.10 2.66
H -2.51 -0.26 3.50
H -1.41 -2.16 2.14
H 0.86 1.38 -0.41
H 0.87 -2.57 1.97
H -2.37 0.53 1.80
H 2.12 -0.68 -2.13
H -0.74 -1.33 3.56
H 1.16 2.96 -3.72
H 0.10 -1.57 -0.56
H 0.81 0.15 1.74
H -0.98 -0.38 0.02
H -0.36 2.44 -3.64
H -1.14 0.98 3.01
H 2.09 0.04 -0.16
H 1.00 0.41 -5.38


Below is a molecular structure, C27H46N2O4OsPS6Sb, with properties calculated with ωB97M-V with the def2-TZVPD basis set.

Results
Energy above the lowest of the compared OMol25 structures with the same formula, charge and spin (kJ/mol): 0.0
Highest occupied orbital energy (alpha / beta) (eV): -7.92 / -8.10
Multiplicity: 5

Element x y z (Å)
Os -0.52 -0.74 1.85
Sb -2.57 -2.63 3.82
S 2.40 -1.25 1.26
S -0.87 1.75 2.74
S -2.53 -1.69 1.53
S -0.30 -1.64 3.88
S -3.97 -1.35 5.04
S -2.44 -4.86 3.80
P -0.45 0.32 -1.61
O 1.52 -0.21 1.92
O -0.60 0.17 -0.09
O 1.74 -2.54 1.32
O 2.80 -0.84 -0.07
N -3.48 1.36 3.24
N -2.92 3.27 2.11
C -4.53 -0.43 -1.17
C 0.09 -2.46 -1.53
C 7.34 -1.66 4.70
C -4.25 3.84 2.19
C 6.21 -1.58 2.45
C 3.73 -1.24 3.64
C 5.08 -1.46 1.66
C 1.34 3.74 -0.03
C -3.80 0.79 -0.60
C 0.60 1.75 -2.13
C -0.01 3.15 -2.07
C 1.96 2.35 -0.06
C -0.64 -3.49 -2.41
C -2.81 -0.57 -2.99
C 0.06 -2.34 -4.52
C 0.76 -1.22 -3.74
C -2.55 2.12 2.69
C 0.07 -3.66 -3.75
C 4.87 -1.35 4.42
C 6.12 -1.52 3.83
C -0.06 3.71 -0.65
C 2.00 1.78 -1.48
C 3.84 -1.29 2.26
C 0.46 -1.13 -2.23
C -3.00 1.55 -1.66
C -2.04 0.65 -2.47
C -3.55 -1.33 -1.90
H -0.69 3.07 -0.03
H 0.57 -0.27 -4.25
H 1.41 -0.86 -1.76
H 1.38 1.68 0.58
H -3.54 -0.19 -3.73
H 1.02 -2.91 -1.18
H -4.45 1.60 3.19
H -0.68 -4.43 -1.87
H -2.82 -1.74 -1.20
H 7.18 -1.71 1.98
H 2.75 -1.10 4.10
H -2.17 3.83 1.74
H -3.68 2.02 -2.37
H -4.52 4.08 3.22
H 8.25 -1.74 4.09
H -4.28 4.75 1.60
H -4.53 1.48 -0.17
H 0.56 -2.46 -5.48
H 0.74 1.51 -3.19
H -1.67 -3.18 -2.58
H -3.14 0.47 0.20
H -4.99 3.15 1.77
H -0.97 -2.07 -4.76
H -0.49 -2.28 -0.62
H -4.07 -2.19 -2.34
H -0.41 -4.44 -4.33
H -0.98 3.19 -2.56
H -5.30 -0.09 -1.87
H 1.10 -3.97 -3.57
H 4.78 -1.30 5.50
H 1.97 4.44 -0.59
H 2.62 2.42 -2.11
H -1.70 1.20 -3.35
H -2.14 -1.23 -3.53
H -2.46 2.35 -1.16
H 1.28 4.10 1.00
H 2.46 0.79 -1.47
H 1.84 -1.39 -3.83
H 0.65 3.80 -2.67
H -5.02 -0.97 -0.37
H 7.45 -0.80 5.36
H 7.28 -2.55 5.33
H 5.14 -1.49 0.58
H 2.97 2.37 0.35
H -3.26 0.53 3.80
H -0.49 4.71 -0.67


Below is 2 unconnected molecules or ions with the total composition C5H4NO4 in a non-equilibrium geometry, with properties calculated with ωB97M-V with the def2-TZVPD basis set.

Results
Net charge: -1
Energy above the lowest of the compared OMol25 structures with the same formula, charge and spin (kJ/mol): 83.3
Highest occupied orbital energy (eV): -4.05

Element x y z (Å)
O -1.84 1.67 -0.84
O 2.42 0.94 0.87
O 2.15 2.40 -0.85
O -1.05 -2.59 -0.67
N 0.40 0.69 -0.79
C 2.12 1.61 -0.02
C -0.39 -0.43 -0.20
C -0.84 1.01 -0.67
C -0.38 -0.62 1.32
C -0.74 -1.48 -1.05
H -0.77 -1.19 -2.15
H -1.42 -0.86 1.63
H 0.10 0.32 1.64
H 0.24 -1.46 1.75


Below is 2 unconnected molecules or ions with the total composition CH3ClN2O2 in a non-equilibrium geometry, with properties calculated with ωB97M-V with the def2-TZVPD basis set.

Results
Energy above the lowest of the compared OMol25 structures with the same formula, charge and spin (kJ/mol): 120.3
Highest occupied orbital energy (alpha / beta) (eV): -8.79 / -10.44
Multiplicity: 3

Element x y z (Å)
Cl 2.62 -0.46 -0.55
O -1.25 0.58 1.09
O 1.98 1.37 1.07
N 2.42 0.28 1.05
N -0.98 -0.63 0.45
C -1.03 -0.70 -0.79
H -0.89 -1.71 -1.25
H -1.28 0.16 -1.50
H -1.61 1.12 0.42